[1]
A molecular structure, C43H31CsN3PS3Se3, computed with ωB97M-V/def2-TZVPD.

Geometry as XYZ:
```
85
Properties=species:S:1:pos:R:3:mulliken_charge:R:1
Cs -0.42 0.86 0.67 1.02
Se -0.85 1.56 4.21 -0.66
P -1.88 -0.33 4.17 0.66
Se -1.67 -1.62 2.48 -0.62
C -3.66 0.01 4.49 0.36
C -4.66 -0.50 3.67 -0.15
C -6.00 -0.24 3.94 -0.60
C -6.34 0.53 5.04 -0.34
C -5.34 1.05 5.87 -0.60
C -4.01 0.79 5.59 -0.51
C -1.46 -1.28 5.68 0.27
C -0.43 -0.90 6.52 -0.19
C -0.13 -1.66 7.65 -0.54
C -0.87 -2.80 7.94 -0.34
C -1.91 -3.18 7.10 -0.57
C -2.20 -2.42 5.97 -0.52
H -4.37 -1.11 2.82 0.30
H -6.77 -0.64 3.29 0.37
H -7.38 0.74 5.26 0.35
H -5.61 1.65 6.72 0.35
H -3.23 1.21 6.21 0.32
H 0.14 0.00 6.29 0.24
H 0.69 -1.36 8.30 0.35
H -0.63 -3.39 8.82 0.35
H -2.49 -4.07 7.32 0.35
H -2.99 -2.73 5.30 0.35
S 1.68 -4.28 -6.63 -0.25
C 0.53 -5.55 -6.70 -0.49
C -0.31 -5.52 -5.63 -0.50
C -0.01 -4.45 -4.73 -0.33
C 1.04 -3.69 -5.14 0.41
C 1.61 -2.51 -4.48 0.86
C 1.28 -2.22 -3.13 -0.48
N 1.71 -1.17 -2.47 -0.50
C 2.54 -0.31 -3.11 -0.20
C 2.95 -0.51 -4.43 1.30
C 3.81 0.44 -5.08 -0.97
C 4.21 1.55 -4.43 -0.97
C 3.80 1.80 -3.08 1.30
C 4.14 2.99 -2.42 -0.90
C 3.69 3.22 -1.15 0.91
C 2.93 2.19 -0.54 -0.95
N 2.60 1.07 -1.13 -0.36
C 2.99 0.88 -2.41 -0.31
C 3.90 4.48 -0.42 0.46
C 3.08 5.02 0.52 -0.59
C 3.52 6.30 0.97 -0.83
C 4.67 6.69 0.37 -0.42
S 5.23 5.52 -0.75 -0.21
C 2.46 -1.64 -5.11 -0.82
H 0.53 -6.25 -7.52 0.42
H -1.11 -6.23 -5.46 0.36
H -0.55 -4.28 -3.80 0.25
H 0.62 -2.90 -2.58 0.07
H 4.11 0.25 -6.10 0.35
H 4.85 2.28 -4.92 0.37
H 4.72 3.75 -2.95 0.39
H 2.60 2.33 0.48 0.67
H 2.14 4.57 0.82 0.53
H 2.97 6.90 1.68 0.41
H 5.22 7.61 0.51 0.43
H 2.75 -1.80 -6.14 0.39
Se -0.78 -4.68 -1.13 -0.34
C -1.60 -6.14 -1.99 -0.33
C -2.90 -6.08 -2.51 -0.10
C -3.44 -7.16 -3.18 -0.25
N -2.81 -8.32 -3.39 -0.72
C -1.57 -8.39 -2.89 -0.27
C -0.94 -7.36 -2.21 -0.20
H -3.49 -5.18 -2.39 0.35
H -4.45 -7.09 -3.58 0.33
H -1.05 -9.33 -3.05 0.33
H 0.06 -7.50 -1.84 0.33
S 0.04 3.68 -1.17 -0.47
C 0.18 5.38 -0.81 0.05
C -0.30 5.95 0.39 -0.52
C -0.11 7.29 0.69 -0.50
C 0.57 8.13 -0.18 -0.45
C 1.05 7.60 -1.37 -0.45
C 0.86 6.26 -1.68 -0.37
H -0.82 5.30 1.09 0.42
H -0.49 7.68 1.63 0.34
H 0.72 9.18 0.06 0.36
H 1.59 8.23 -2.07 0.34
H 1.25 5.85 -2.60 0.34
```

Results
LUMO energy ... 3.37 eV
Charge ... -2
HOMO-LUMO gap ... 5.50 eV
HOMO energy ... -2.13 eV

=====

[2]
A molecular structure, C43H31CuN4O4PS2, computed with ωB97M-V/def2-TZVPD.

Geometry as XYZ:
```
86
Properties=species:S:1:pos:R:3:mulliken_spin:R:1
Cu 0.59 0.48 -0.98 0.09
O -2.93 3.16 0.81 0.00
C -2.71 2.02 0.40 0.00
O -1.68 1.31 0.62 -0.01
C -3.72 1.28 -0.43 0.00
C -5.03 1.71 -0.58 0.00
C -5.93 0.92 -1.28 0.00
C -5.49 -0.28 -1.84 0.00
C -4.18 -0.70 -1.70 0.00
C -3.27 0.08 -0.98 0.00
P -1.51 -0.33 -0.69 0.03
C -1.41 -1.77 -1.89 -0.01
C -1.43 -1.40 -3.24 0.00
C -1.18 -2.31 -4.24 0.00
C -0.89 -3.62 -3.92 -0.01
C -0.85 -4.01 -2.59 0.01
C -1.10 -3.09 -1.59 0.00
C -1.51 -1.33 0.84 0.00
C -2.67 -1.84 1.40 0.00
C -2.62 -2.61 2.54 0.00
C -1.39 -2.90 3.12 0.00
C -0.23 -2.40 2.57 0.01
C -0.29 -1.60 1.44 -0.01
H -5.32 2.65 -0.13 0.00
H -6.96 1.23 -1.39 0.00
H -6.20 -0.90 -2.38 0.00
H -3.87 -1.64 -2.13 0.00
H -1.66 -0.37 -3.48 0.00
H -1.20 -1.99 -5.28 0.00
H -0.68 -4.34 -4.71 0.00
H -0.62 -5.04 -2.34 0.00
H -1.07 -3.42 -0.56 0.00
H -3.63 -1.62 0.93 0.00
H -3.53 -3.00 2.98 0.00
H -1.35 -3.52 4.01 0.00
H 0.72 -2.61 3.03 0.00
H 0.61 -1.19 1.00 0.01
N -2.69 5.52 4.64 0.00
C -1.57 4.87 4.11 0.00
C -1.71 3.61 3.52 0.00
C -0.62 2.94 3.02 0.00
C 0.63 3.52 3.11 0.00
C 0.80 4.76 3.71 0.00
C -0.30 5.43 4.21 0.00
S 2.05 2.68 2.39 0.00
O 3.08 3.69 2.20 0.00
O 2.41 1.60 3.28 0.00
N 1.51 2.06 1.01 0.01
C 1.32 2.84 0.00 -0.01
S 1.75 4.57 -0.04 0.00
C 1.08 4.64 -1.66 0.00
C 0.64 3.43 -2.04 0.00
N 0.78 2.43 -1.13 0.02
H -3.55 5.25 4.18 0.00
H -2.58 6.53 4.69 0.00
H -2.70 3.18 3.42 0.00
H -0.72 1.99 2.52 0.00
H 1.79 5.18 3.74 0.00
H -0.18 6.40 4.67 0.00
H 1.06 5.56 -2.20 0.00
H 0.16 3.21 -2.98 0.00
N 3.65 -8.57 -1.86 0.13
C 3.27 -7.48 -1.78 -0.02
C 2.87 -6.16 -1.66 0.23
C 2.63 -5.34 -2.80 -0.04
C 2.36 -4.02 -2.66 0.13
C 2.32 -3.39 -1.38 0.10
C 2.47 -4.23 -0.24 0.14
C 2.74 -5.56 -0.38 -0.05
C 2.26 -2.03 -1.23 0.14
C 2.23 -0.78 -1.06 0.06
H 2.67 -5.81 -3.78 0.00
H 2.17 -3.41 -3.54 0.01
H 2.40 -3.79 0.74 0.02
H 2.89 -6.18 0.50 0.00
C 5.01 2.29 -0.16 0.03
C 4.52 2.16 -1.45 -0.01
C 3.62 1.16 -1.76 0.04
C 3.20 0.26 -0.78 -0.08
C 3.72 0.38 0.51 0.04
C 4.61 1.39 0.82 -0.02
H 5.68 3.10 0.10 0.00
H 4.84 2.86 -2.21 0.00
H 3.23 1.07 -2.77 0.00
H 3.39 -0.30 1.28 0.00
H 4.99 1.47 1.83 0.00
```

Results
LUMO energy (alpha / beta) ... 4.26 / 4.25 eV
Charge ... -2
HOMO-LUMO gap (alpha / beta) ... 4.94 / 6.37 eV
Multiplicity ... 2
HOMO energy (alpha / beta) ... -0.68 / -2.12 eV

=====

[3]
A molecular structure, C43H31N9O2Ti, computed with ωB97M-V/def2-TZVPD.

Geometry as XYZ:
```
86
Properties=species:S:1:pos:R:3:mulliken_charge:R:1
Ti 0.38 -0.37 1.11 -1.28
N 0.02 -3.13 -5.05 0.03
C 0.30 -3.56 -3.82 -0.35
N 0.60 -2.80 -2.80 -0.26
C 0.63 -1.44 -3.00 -0.17
N 0.94 -0.60 -2.06 -1.56
N 1.29 -1.11 -0.83 1.80
C 2.38 -1.75 -0.71 -0.57
C 2.75 -2.21 0.63 0.57
C 3.78 -3.10 0.86 -0.98
C 4.01 -3.54 2.16 -0.59
C 3.19 -3.08 3.18 -0.99
C 2.19 -2.18 2.88 -0.26
N 1.97 -1.74 1.63 1.09
C 0.25 -0.88 -4.30 1.03
C 0.19 0.49 -4.55 -0.59
C -0.15 0.95 -5.80 -0.74
C -0.43 0.05 -6.83 -0.48
C -0.38 -1.31 -6.60 -0.93
C -0.04 -1.77 -5.33 0.24
H -0.19 -3.80 -5.77 0.26
H 0.28 -4.64 -3.68 0.40
H 3.04 -1.95 -1.55 0.51
H 4.39 -3.44 0.04 0.57
H 4.80 -4.24 2.37 0.46
H 3.32 -3.41 4.20 0.51
H 1.53 -1.78 3.64 0.51
H 0.41 1.17 -3.74 0.60
H -0.20 2.02 -5.99 0.46
H -0.70 0.42 -7.81 0.42
H -0.60 -2.01 -7.40 0.42
O -4.65 2.31 4.51 -0.69
C -4.78 1.25 3.88 0.40
O -5.72 0.65 3.35 -0.69
C -3.41 0.55 3.61 -0.45
C -2.21 1.18 3.95 -1.14
C -1.04 0.69 3.44 0.99
N -1.02 -0.40 2.64 0.94
C -2.16 -1.10 2.43 0.94
C -3.37 -0.65 2.91 -0.86
C -1.95 -2.31 1.62 0.16
C -2.85 -3.35 1.57 -0.88
C -2.52 -4.48 0.83 -0.87
C -1.31 -4.52 0.16 -0.94
C -0.46 -3.43 0.25 0.00
N -0.77 -2.34 0.96 0.97
C 0.30 1.25 3.65 -0.12
C 0.62 2.20 4.60 -0.68
C 1.94 2.60 4.73 -0.78
C 2.90 2.04 3.90 -0.98
C 2.50 1.12 2.95 -0.25
N 1.23 0.73 2.83 0.79
H -2.29 2.08 4.55 0.64
H -4.31 -1.13 2.70 0.63
H -3.78 -3.29 2.11 0.53
H -3.21 -5.32 0.78 0.48
H -1.01 -5.38 -0.41 0.52
H 0.47 -3.41 -0.30 0.16
H -0.15 2.61 5.24 0.55
H 2.22 3.34 5.47 0.50
H 3.94 2.33 3.97 0.49
H 3.21 0.69 2.25 0.51
C -3.77 0.94 -1.33 -0.59
C -3.20 1.74 -0.35 -1.10
C -2.01 1.34 0.22 -0.38
N -1.40 0.19 -0.10 1.25
C -1.95 -0.58 -1.04 -0.10
C -3.12 -0.23 -1.69 -1.13
H -4.70 1.22 -1.80 0.48
H -3.67 2.66 -0.02 0.55
H -1.53 1.95 0.97 0.48
H -1.45 -1.51 -1.28 0.48
H -3.52 -0.89 -2.45 0.56
C 1.05 1.31 0.31 0.38
C 1.32 2.44 -0.08 0.56
C 1.62 3.75 -0.54 -0.10
C 1.50 4.07 -1.90 -0.24
C 1.79 5.35 -2.33 -0.65
C 2.21 6.31 -1.43 -0.47
C 2.34 6.00 -0.08 -0.64
C 2.05 4.73 0.37 -0.55
H 1.17 3.31 -2.59 0.51
H 1.70 5.60 -3.38 0.42
H 2.44 7.31 -1.77 0.41
H 2.66 6.76 0.62 0.42
H 2.14 4.47 1.42 0.44
```

Results
LUMO energy ... -7.09 eV
Charge ... +2
HOMO-LUMO gap ... 5.12 eV
HOMO energy ... -12.21 eV

=====

[4]
A molecular structure, C43H32ClFeN6PSe, computed with ωB97M-V/def2-TZVPD.

Geometry as XYZ:
```
85
Properties=species:S:1:pos:R:3:mulliken_spin:R:1
Fe 0.36 0.22 0.16 0.87
N 3.22 3.01 1.41 0.00
C 2.58 2.01 0.62 -0.02
N 1.31 1.57 1.15 0.01
C 1.23 1.42 2.48 -0.01
N 0.18 0.86 3.02 0.01
N -0.65 0.44 1.99 -0.01
C -1.89 0.35 2.26 0.00
C -2.92 0.15 1.23 0.00
C -4.24 -0.06 1.62 0.00
C -5.22 -0.21 0.66 0.00
C -4.85 -0.17 -0.67 0.00
C -3.52 0.05 -0.98 0.00
N -2.57 0.23 -0.06 0.01
C 2.29 1.95 3.35 0.00
C 2.34 1.67 4.71 0.00
C 3.27 2.29 5.52 0.00
C 4.14 3.23 4.97 0.00
C 4.12 3.51 3.62 0.00
C 3.21 2.85 2.79 0.00
H 3.28 3.94 1.02 0.00
H 2.45 2.38 -0.39 0.00
H -2.20 0.51 3.29 0.00
H -4.48 -0.10 2.68 0.00
H -6.25 -0.37 0.95 0.00
H -5.58 -0.30 -1.46 0.00
H -3.19 0.09 -2.01 0.00
H 1.62 0.97 5.12 0.00
H 3.31 2.06 6.58 0.00
H 4.86 3.73 5.60 0.00
H 4.80 4.23 3.19 0.00
Cl -0.37 -1.94 -0.20 0.01
C -0.32 -2.52 -1.86 0.00
C -0.66 -3.85 -2.05 0.00
C -0.70 -4.35 -3.33 0.00
C -0.42 -3.53 -4.41 0.00
C -0.11 -2.19 -4.20 0.00
C -0.03 -1.66 -2.91 0.00
P 0.40 0.10 -2.62 0.01
C 2.17 0.14 -2.90 -0.01
C 2.93 -0.90 -3.40 0.01
C 4.32 -0.79 -3.40 -0.01
C 4.95 0.30 -2.73 0.01
C 4.15 1.50 -2.74 -0.01
C 2.80 1.41 -2.75 -0.01
C -0.21 0.94 -4.12 0.00
C 0.59 1.11 -5.24 0.00
C 0.07 1.72 -6.38 0.00
C -1.24 2.17 -6.40 0.00
C -2.04 2.01 -5.27 0.00
C -1.53 1.41 -4.14 0.00
H -0.89 -4.48 -1.19 0.00
H -0.98 -5.39 -3.49 0.00
H -0.46 -3.92 -5.42 0.00
H 0.10 -1.55 -5.05 0.00
H 2.46 -1.80 -3.77 0.00
H 4.94 -1.58 -3.81 0.00
H 5.95 0.49 -3.12 0.00
H 4.64 2.46 -2.63 0.00
H 2.18 2.30 -2.67 0.00
H 1.62 0.77 -5.24 0.00
H 0.71 1.85 -7.25 0.00
H -1.63 2.65 -7.28 0.00
H -3.06 2.37 -5.28 0.00
H -2.15 1.32 -3.26 0.00
Se -0.82 2.68 -0.86 0.16
C 0.46 3.97 -0.61 -0.01
N 1.29 4.76 -0.44 0.03
C 4.77 -3.91 -0.48 0.00
C 3.45 -4.01 -0.03 0.00
C 2.70 -2.87 0.11 -0.01
C 3.23 -1.59 -0.16 0.00
C 2.49 -0.39 0.07 -0.01
C 3.39 0.68 0.55 -0.01
C 4.75 0.74 -0.01 0.01
C 5.22 -0.20 -0.90 -0.01
C 4.58 -1.51 -0.60 0.01
C 5.32 -2.68 -0.76 0.00
H 5.37 -4.81 -0.60 0.00
H 3.03 -4.97 0.22 0.00
H 1.70 -2.94 0.50 0.00
H 3.48 0.43 1.63 0.00
H 5.40 1.55 0.34 0.00
H 6.30 -0.30 -0.81 0.00
H 6.35 -2.61 -1.09 0.00
```

Results
LUMO energy (alpha / beta) ... -4.44 / -4.47 eV
Charge ... +1
HOMO-LUMO gap (alpha / beta) ... 5.42 / 5.40 eV
Multiplicity ... 2
HOMO energy (alpha / beta) ... -9.85 / -9.87 eV

=====

[5]
A molecular structure, C43H33HoIN5OPS2Se, computed with ωB97M-V/def2-TZVPD.

Geometry as XYZ:
```
88
Properties=species:S:1:pos:R:3:mulliken_spin:R:1
Ho -0.80 0.90 0.95 4.08
C 0.77 -0.21 4.26 0.00
C 0.04 -0.86 3.13 0.00
N -1.16 -0.41 2.84 0.00
N -1.86 -1.29 2.02 0.00
C -2.92 -0.89 1.38 0.00
S -3.52 0.73 1.20 -0.01
S -3.84 -2.10 0.53 0.00
C -2.91 -3.61 0.87 0.00
C -3.79 -4.83 0.79 0.00
C -4.90 -4.91 -0.04 0.00
C -5.65 -6.07 -0.11 0.00
C -5.30 -7.18 0.65 0.00
C -4.19 -7.11 1.48 0.00
C -3.44 -5.95 1.55 0.00
C 0.66 -1.97 2.40 0.00
C 1.25 -3.05 3.05 0.00
C 1.76 -4.11 2.33 0.00
C 1.69 -4.09 0.94 0.00
C 1.15 -3.02 0.27 0.00
C 0.64 -1.92 0.98 0.00
O 0.19 -0.86 0.36 -0.02
H 0.80 -0.92 5.09 0.00
H 0.25 0.68 4.60 0.00
H 1.81 0.01 4.00 0.00
H -2.48 -3.52 1.86 0.00
H -2.09 -3.68 0.16 0.00
H -5.19 -4.06 -0.64 0.00
H -6.51 -6.11 -0.75 0.00
H -5.89 -8.08 0.60 0.00
H -3.91 -7.96 2.08 0.00
H -2.58 -5.89 2.21 0.00
H 1.27 -3.08 4.14 0.00
H 2.19 -4.96 2.85 0.00
H 2.09 -4.93 0.38 0.00
H 1.12 -2.98 -0.81 0.00
I -2.24 0.61 -1.77 0.00
C -1.19 0.42 -3.59 0.00
C -1.94 -0.26 -4.51 0.00
C -1.54 -0.34 -5.86 0.00
C -0.43 0.33 -6.26 0.00
C 0.37 1.04 -5.32 0.00
C 1.50 1.75 -5.80 0.00
C 2.30 2.44 -4.95 0.00
C 2.04 2.39 -3.58 0.00
C 0.97 1.70 -3.05 0.00
P 1.05 1.55 -1.22 -0.02
C 1.46 3.28 -0.78 0.00
C 0.40 4.18 -0.79 0.00
C 0.59 5.50 -0.40 0.00
C 1.85 5.93 0.00 0.00
C 2.92 5.03 0.00 0.00
C 2.72 3.71 -0.39 0.00
C 2.57 0.59 -0.94 -0.01
C 3.22 -0.12 -1.95 0.00
C 4.29 -0.95 -1.65 0.00
C 4.73 -1.09 -0.34 0.00
C 4.08 -0.40 0.67 0.00
C 3.01 0.42 0.37 0.00
C 0.04 1.05 -3.93 0.00
H -2.87 -0.73 -4.22 0.00
H -2.14 -0.89 -6.57 0.00
H -0.12 0.34 -7.29 0.00
H 1.70 1.72 -6.86 0.00
H 3.15 3.00 -5.32 0.00
H 2.73 2.89 -2.91 0.00
H -0.59 3.86 -1.11 0.00
H -0.23 6.20 -0.42 0.00
H 2.01 6.95 0.30 0.00
H 3.90 5.36 0.31 0.00
H 3.56 3.02 -0.38 0.00
H 2.89 -0.04 -2.97 0.00
H 4.78 -1.50 -2.44 0.00
H 5.56 -1.74 -0.11 0.00
H 4.40 -0.51 1.70 0.00
H 2.48 0.92 1.18 0.00
Se 2.26 2.95 3.07 0.00
N 1.47 4.37 3.76 0.00
C 0.21 4.37 3.34 0.00
C -0.80 5.32 3.65 0.00
C -2.04 5.11 3.14 0.00
C -2.30 3.98 2.31 0.00
N -1.40 3.10 1.98 0.00
C -0.16 3.28 2.50 -0.01
N 0.78 2.38 2.23 -0.01
H -0.58 6.17 4.28 0.00
H -2.86 5.79 3.35 0.00
H -3.30 3.81 1.91 0.00
```

Results
LUMO energy (alpha / beta) ... -4.72 / -4.72 eV
Charge ... +1
HOMO-LUMO gap (alpha / beta) ... 5.41 / 5.42 eV
Multiplicity ... 5
HOMO energy (alpha / beta) ... -10.13 / -10.14 eV

=====

| no. | calculated total energy (Ha) |
| --- | --- |
| 1 | -10582.03336 |
| 2 | -4955.45811 |
| 3 | -3149.52792 |
| 4 | -6452.58166 |
| 5 | -6792.24518 |